(1)
Formula: C2H6N5
Source: the Open Molecules 2025 dataset
Level of theory: ωB97M-V with the def2-TZVPD basis set

Calculated values
Kohn-Sham gap: 10.6 eV
Total charge: +1
ΔE to the lowest compared entry with this formula, charge and spin: 77.4 kcal/mol

```
13
C2H6N5 | the Open Molecules 2025 dataset | ωB97M-V with the def2-TZVPD basis set
C 2.28 0.18 -0.11
C -1.12 -0.47 -0.17
N 1.32 0.84 -0.54
N -2.33 0.15 -0.09
N 0.01 0.90 -0.04
N 3.29 -0.41 0.15
N -0.46 -1.48 -0.23
H -2.69 0.88 -0.69
H -3.15 -0.41 0.23
H -0.14 0.78 1.04
H -0.50 1.70 -0.39
H 3.99 -0.21 0.83
H -0.51 -2.46 0.01
```

=====

(2)
Formula: C6H10O
Source: the Open Molecules 2025 dataset
Level of theory: ωB97M-V with the def2-TZVPD basis set

Calculated values
Kohn-Sham gap: 9.8 eV
ΔE to the lowest compared entry with this formula, charge and spin: 97.4 kcal/mol

```
17
C6H10O | the Open Molecules 2025 dataset | ωB97M-V with the def2-TZVPD basis set
C 2.34 0.51 0.29
C 1.50 -0.70 0.04
C 0.29 -0.93 0.52
O -0.44 -0.01 1.22
C -1.80 0.05 0.80
C -2.18 0.54 -0.55
C -2.27 -0.75 -0.36
H 3.28 0.20 0.75
H 1.83 1.20 0.98
H 2.59 1.06 -0.62
H 1.94 -1.51 -0.55
H 0.39 0.87 -1.26
H -0.20 -1.89 0.39
H -2.42 0.26 1.67
H -2.30 1.38 -1.21
H -0.08 1.43 -1.37
H -2.46 -1.73 -0.75
```

=====

(3)
Formula: C8H12S
Source: the Open Molecules 2025 dataset
Level of theory: ωB97M-V with the def2-TZVPD basis set

Calculated values
Kohn-Sham gap: 9.3 eV
ΔE to the lowest compared entry with this formula, charge and spin: 53.6 kcal/mol

```
21
C8H12S | the Open Molecules 2025 dataset | ωB97M-V with the def2-TZVPD basis set
S -0.92 -1.59 -0.89
C -1.09 0.15 -0.83
C -1.49 0.76 0.31
C -0.36 0.90 -1.82
C -1.47 -0.11 1.51
C 1.09 0.80 -1.26
C -0.03 -0.85 1.62
C 1.62 -0.28 -0.30
C 0.46 -1.27 0.27
H -1.76 1.78 0.60
H -0.48 0.40 -2.85
H -0.67 1.91 -1.94
H -1.58 0.58 2.35
H -2.31 -0.86 1.62
H 1.65 0.73 -2.19
H 1.20 1.78 -0.72
H -0.16 -1.78 2.26
H 0.75 -0.34 2.15
H 2.32 -0.77 -1.01
H 2.18 0.18 0.64
H 1.04 -2.13 0.51
```

=====

(4)
Formula: C9H13N2
Source: the Open Molecules 2025 dataset
Level of theory: ωB97M-V with the def2-TZVPD basis set

Calculated values
Kohn-Sham gap (spin up / spin down): 8.0 / 8.4 eV
Total charge: +1
ΔE to the lowest compared entry with this formula, charge and spin: 103.9 kcal/mol

```
24
C9H13N2 | the Open Molecules 2025 dataset | ωB97M-V with the def2-TZVPD basis set
C 3.56 -0.23 0.05
C 3.37 1.12 -0.18
C 2.52 -1.13 0.22
C 2.00 1.54 -0.40
C 1.22 -0.70 -0.03
C 0.97 0.62 -0.32
C 0.10 -1.65 -0.21
C -1.54 0.24 -0.17
C -1.90 1.23 0.87
N -2.31 0.29 -1.28
N -1.15 -1.07 0.30
H 4.63 -0.59 0.28
H 4.17 1.76 -0.06
H 2.53 -2.15 0.52
H 1.70 2.67 -0.35
H -0.01 -1.73 -1.21
H 0.30 -2.70 0.07
H -2.98 0.99 1.17
H -2.03 2.16 0.43
H -1.13 1.29 1.64
H -1.88 -0.12 -2.06
H -2.77 1.08 -1.64
H -1.78 -1.77 -0.13
H -1.28 -0.98 1.35
```

=====

(5)
Formula: C44H50N7S3Y
Source: the Open Molecules 2025 dataset
Level of theory: ωB97M-V with the def2-TZVPD basis set

Calculated values
Kohn-Sham gap: 7.3 eV
ΔE to the lowest compared entry with this formula, charge and spin: 30.0 kcal/mol

```
105
C44H50N7S3Y | the Open Molecules 2025 dataset | ωB97M-V with the def2-TZVPD basis set
Y -0.81 0.26 -0.25
C 1.33 0.05 -2.77
N 1.47 0.74 -1.47
C 2.57 0.10 -0.72
C 2.62 0.57 0.72
N 1.56 -0.10 1.49
C 1.29 0.61 2.75
C 1.91 -1.47 1.81
C 3.14 -1.76 2.40
C 3.49 -3.05 2.75
C 2.58 -4.08 2.52
C 1.35 -3.80 1.96
C 0.99 -2.49 1.60
S -0.59 -2.21 0.90
C 1.77 2.16 -1.66
C 2.72 2.52 -2.61
C 3.06 3.85 -2.80
C 2.47 4.82 -2.00
C 1.54 4.46 -1.05
C 1.16 3.12 -0.86
S -0.03 2.77 0.39
H 2.30 -0.10 -3.25
H 0.68 0.62 -3.43
H 0.88 -0.93 -2.62
H 3.52 0.31 -1.22
H 2.42 -0.99 -0.74
H 2.45 1.65 0.76
H 3.61 0.38 1.13
H 2.18 0.64 3.39
H 0.50 0.08 3.28
H 0.97 1.63 2.53
H 3.85 -0.96 2.60
H 4.45 -3.25 3.21
H 2.83 -5.10 2.78
H 0.64 -4.59 1.78
H 3.18 1.77 -3.23
H 3.79 4.12 -3.55
H 2.73 5.86 -2.12
H 1.08 5.21 -0.42
C -1.87 -1.17 4.37
C -2.57 -0.49 3.22
C -3.35 -1.27 2.36
C -3.59 -2.72 2.67
C -3.90 -0.71 1.20
C -4.64 -1.60 0.23
C -3.78 0.67 0.97
C -4.65 1.33 -0.08
C -3.03 1.46 1.85
C -3.01 2.96 1.66
C -2.43 0.89 2.98
C -1.77 1.81 3.98
H -2.55 -1.40 5.20
H -1.05 -0.58 4.76
H -1.44 -2.12 4.02
H -2.84 -3.35 2.18
H -4.57 -3.04 2.32
H -3.54 -2.92 3.74
H -5.64 -1.85 0.59
H -4.11 -2.54 0.08
H -4.75 -1.13 -0.74
H -4.14 1.48 -1.04
H -4.98 2.31 0.27
H -5.55 0.75 -0.26
H -3.88 3.41 2.17
H -3.05 3.24 0.61
H -2.12 3.41 2.08
H -0.88 2.29 3.57
H -1.48 1.30 4.89
H -2.46 2.61 4.26
C -2.20 5.98 -1.63
C -2.17 4.90 -2.67
C -2.18 5.19 -4.02
C -2.12 4.11 -4.88
N -2.07 2.85 -4.47
C -2.07 2.67 -3.14
S -2.07 0.98 -2.62
N -2.11 3.64 -2.23
H -2.64 6.89 -2.02
H -1.19 6.20 -1.29
H -2.77 5.64 -0.76
H -2.23 6.20 -4.39
H -2.12 4.25 -5.96
C -2.67 -3.05 -3.76
C -2.50 -2.13 -2.74
N -1.38 -2.06 -2.01
C -0.41 -2.92 -2.29
C -0.47 -3.86 -3.31
C -1.64 -3.93 -4.05
C 0.67 -4.79 -3.52
C 1.84 -4.50 -4.08
C 2.21 -3.23 -4.73
C 3.54 -2.83 -4.79
C 3.82 -1.65 -5.46
N 2.87 -0.91 -6.03
C 1.63 -1.38 -5.91
N 1.25 -2.49 -5.29
H -3.59 -3.06 -4.32
H -3.29 -1.44 -2.49
H 0.47 -2.88 -1.64
H -1.73 -4.64 -4.86
H 0.52 -5.80 -3.14
H 2.61 -5.27 -4.09
H 4.32 -3.42 -4.33
H 4.84 -1.29 -5.55
H 0.84 -0.78 -6.36
```

=====

(6)
Formula: C3HF5N2O2
Source: the Open Molecules 2025 dataset
Level of theory: ωB97M-V with the def2-TZVPD basis set

Calculated values
Kohn-Sham gap: 10.4 eV
ΔE to the lowest compared entry with this formula, charge and spin: 4.1 kcal/mol

```
13
C3HF5N2O2 | the Open Molecules 2025 dataset | ωB97M-V with the def2-TZVPD basis set
C 0.69 -0.25 1.68
C -1.91 -1.29 -0.95
C 1.11 1.53 -0.66
N 0.50 -1.37 1.99
N 1.33 0.78 1.52
O -1.59 -1.45 0.16
O 1.23 1.81 0.63
F -1.08 -1.63 -1.91
F -3.02 -0.76 -1.40
F 2.14 0.89 -1.09
F 0.09 0.79 -0.99
F 0.88 2.74 -1.16
H -0.37 -1.78 2.17
```

=====

(7)
Formula: C48H54F15NO10
Source: the Open Molecules 2025 dataset
Level of theory: ωB97M-V with the def2-TZVPD basis set

Calculated values
Kohn-Sham gap: 8.7 eV

```
128
C48H54F15NO10 | the Open Molecules 2025 dataset | ωB97M-V with the def2-TZVPD basis set
N -1.79 2.99 -1.62
C -2.35 3.22 -2.81
C -1.50 4.00 -3.55
C -0.33 4.17 -2.79
C -0.51 3.48 -1.58
H -2.27 2.61 -0.82
H -3.33 2.88 -3.11
H -1.67 4.27 -4.58
H 0.50 4.73 -3.17
H 0.14 3.33 -0.73
C -0.73 5.59 1.20
C 0.04 6.66 1.64
C -0.33 7.98 1.33
C -1.50 8.24 0.64
C -2.30 7.18 0.23
C -1.94 5.90 0.55
H -0.37 4.61 1.47
H 0.97 6.47 2.16
H 0.27 8.81 1.68
H -1.67 9.30 0.51
H -3.14 7.31 -0.44
H -2.60 5.17 0.09
C -3.10 1.30 8.85
C -3.77 0.44 8.00
C -3.31 0.30 6.69
C -2.13 0.96 6.29
C -1.49 1.81 7.16
C -1.93 1.97 8.45
H -3.45 1.53 9.85
H -4.66 -0.13 8.24
H -3.65 -0.48 6.01
H -1.83 0.79 5.27
H -0.62 2.39 6.84
H -1.56 2.59 9.25
C -2.18 -0.98 -5.97
C -1.45 -1.26 -7.13
C -0.07 -1.17 -7.13
C 0.61 -0.71 -6.02
C -0.14 -0.32 -4.91
C -1.51 -0.56 -4.83
H -3.23 -1.23 -5.89
H -2.08 -1.66 -7.91
H 0.40 -1.55 -8.04
H 1.68 -0.58 -5.98
H 0.39 0.07 -4.05
H -2.00 -0.51 -3.86
C 2.94 -3.15 0.85
C 3.09 -2.21 1.86
C 4.10 -2.41 2.81
C 4.73 -3.65 2.90
C 4.62 -4.57 1.84
C 3.71 -4.32 0.84
H 2.07 -3.12 0.21
H 2.34 -1.44 1.97
H 4.29 -1.71 3.62
H 5.47 -3.89 3.65
H 5.25 -5.45 1.90
H 3.65 -4.94 -0.05
C 8.10 -1.82 -1.57
C 7.26 -0.63 -1.07
O 5.88 -0.89 -1.25
C 5.08 -0.02 -1.84
O 5.40 1.07 -2.19
C 3.61 -0.47 -1.84
F 3.46 -1.73 -1.50
F 2.86 0.32 -1.10
F 3.18 -0.32 -3.11
H 8.03 -1.86 -2.66
H 7.65 -2.74 -1.20
H 9.14 -1.67 -1.30
H 7.55 0.29 -1.58
H 7.45 -0.62 0.01
C -0.30 -1.42 -1.43
C -0.53 0.11 -1.32
O 0.08 0.44 -0.05
C -0.61 0.51 1.06
O -1.78 0.31 1.20
C 0.27 0.92 2.28
F 0.06 0.05 3.27
F 1.57 0.90 1.98
F -0.04 2.13 2.72
H 0.58 -1.80 -0.91
H -0.52 -1.86 -2.40
H -1.09 -1.75 -0.74
H -1.55 0.48 -1.35
H 0.02 0.70 -2.05
C -2.20 -6.76 -0.66
C -1.96 -5.42 0.02
O -2.35 -4.35 -0.86
C -3.60 -4.12 -1.16
O -4.51 -4.77 -0.71
C -3.94 -2.96 -2.08
F -5.04 -3.22 -2.77
F -4.09 -1.86 -1.34
F -2.96 -2.76 -2.98
H -3.28 -6.93 -0.76
H -1.89 -7.63 -0.10
H -1.82 -6.77 -1.68
H -0.89 -5.22 0.10
H -2.45 -5.22 0.97
C -3.11 3.61 3.05
C -4.32 3.07 3.77
O -5.27 4.13 3.79
C -5.27 4.89 4.90
O -4.56 4.71 5.83
C -6.32 6.02 4.87
F -6.94 6.08 3.69
F -7.25 5.77 5.80
F -5.76 7.18 5.17
H -2.42 2.80 2.78
H -2.65 4.43 3.60
H -3.32 4.05 2.07
H -4.06 2.57 4.71
H -4.77 2.26 3.19
C 5.55 -3.54 -3.77
C 4.58 -4.68 -4.11
O 3.33 -4.43 -3.45
C 2.29 -5.12 -3.81
O 2.24 -5.96 -4.67
C 1.00 -4.89 -2.98
F 1.29 -4.30 -1.80
F 0.15 -4.11 -3.66
F 0.40 -6.06 -2.74
H 6.56 -3.92 -3.66
H 5.22 -2.97 -2.91
H 5.41 -2.83 -4.58
H 5.01 -5.65 -3.82
H 4.37 -4.85 -5.17
```

=====

(8)
Formula: C4H8N2O2
Source: the Open Molecules 2025 dataset
Level of theory: ωB97M-V with the def2-TZVPD basis set

Calculated values
Kohn-Sham gap: 8.6 eV
ΔE to the lowest compared entry with this formula, charge and spin: 105.1 kcal/mol

```
16
C4H8N2O2 | the Open Molecules 2025 dataset | ωB97M-V with the def2-TZVPD basis set
C 1.16 0.17 -0.04
C 0.28 -0.68 -0.82
C -0.23 1.17 0.27
N 1.67 -0.34 1.22
C -1.48 -0.09 -0.85
O -0.54 0.95 1.57
N -2.34 -0.81 -0.27
O -0.38 2.20 -0.38
H 0.21 0.43 1.96
H 1.84 0.82 -0.59
H 2.62 -0.02 1.38
H 1.67 -1.35 1.27
H -3.27 -0.72 -0.70
H 0.41 -0.63 -1.89
H 0.08 -1.67 -0.41
H -1.68 0.56 -1.72
```

=====

(9)
Formula: C32H34FeN6O4Se
Source: the Open Molecules 2025 dataset
Level of theory: ωB97M-V with the def2-TZVPD basis set

Calculated values
Kohn-Sham gap (spin up / spin down): 5.6 / 6.7 eV
2S+1: 5
ΔE to the lowest compared entry with this formula, charge and spin: 30.8 kcal/mol

```
78
C32H34FeN6O4Se | the Open Molecules 2025 dataset | ωB97M-V with the def2-TZVPD basis set
Fe 0.96 -0.61 0.15
O 1.39 -5.69 2.83
C 0.38 -5.77 1.99
O -0.18 -6.81 1.75
C -0.08 -4.50 1.34
C -1.17 -4.41 0.50
N -1.28 -3.14 0.11
N -0.31 -2.38 0.63
C 0.44 -3.19 1.38
C 1.65 -2.59 2.05
O 2.22 -3.20 2.95
O 1.99 -1.45 1.59
H 1.75 -4.76 2.98
H -1.85 -5.17 0.18
H -1.95 -2.73 -0.53
C 0.83 -4.34 -3.16
C 1.61 -3.53 -2.34
C 1.20 -2.25 -2.02
C -0.06 -1.76 -2.49
C -0.78 -2.58 -3.39
C -0.35 -3.84 -3.71
N -0.65 -0.61 -2.14
N -0.20 0.15 -1.16
C -0.86 1.32 -0.95
C -1.95 1.75 -1.74
C -2.58 2.95 -1.48
C -2.16 3.75 -0.42
C -1.09 3.35 0.36
C -0.43 2.17 0.09
H 1.14 -5.34 -3.38
H 2.54 -3.90 -1.95
H 1.89 -1.57 -1.48
H -1.70 -2.18 -3.79
H -0.93 -4.45 -4.38
H -2.27 1.11 -2.55
H -3.39 3.27 -2.10
H -2.67 4.68 -0.21
H -0.74 3.96 1.18
C 3.23 1.49 4.04
C 1.89 0.94 4.49
C 0.95 1.99 5.10
C 0.27 2.92 4.08
N 1.21 3.64 3.27
C 1.37 3.47 1.92
Se 1.10 1.55 1.08
N 2.44 4.23 1.55
C 2.98 4.26 0.22
C 1.93 4.72 -0.80
C 1.40 6.12 -0.53
C 2.43 7.22 -0.77
C 2.86 5.00 2.61
C 3.79 6.01 2.73
C 3.89 6.66 3.95
C 3.10 6.29 5.03
C 2.18 5.26 4.94
C 2.06 4.62 3.71
H 3.96 0.68 3.97
H 3.61 2.22 4.75
H 3.17 1.96 3.06
H 2.06 0.17 5.26
H 1.40 0.44 3.65
H 1.51 2.58 5.82
H 0.15 1.48 5.64
H -0.36 3.63 4.62
H -0.36 2.33 3.41
H 3.30 3.24 -0.04
H 3.85 4.91 0.21
H 1.10 4.01 -0.78
H 2.38 4.68 -1.80
H 1.04 6.18 0.50
H 0.54 6.29 -1.18
H 3.24 7.16 -0.05
H 1.97 8.20 -0.66
H 2.84 7.14 -1.77
H 4.42 6.31 1.91
H 4.59 7.47 4.07
H 3.20 6.82 5.97
H 1.55 4.99 5.78
```